Record 1
The following is a DFT calculation (the ωB97M-V functional and the def2-TZVPD basis) of a structure of composition C3H6N3S2 in a non-equilibrium geometry.

Atoms and positions in Å:
1 C -1.8983 -2.2971 -1.3916
2 C -1.5572 0.1389 -1.4638
3 C 0.0832 0.5585 0.0550
4 N 0.6891 1.4511 0.8519
5 N 0.2472 -0.7197 -0.1551
6 N -0.7979 1.1000 -0.8627
7 S -2.2930 -2.3866 -2.9179
8 S -2.4803 0.2901 -2.7346
9 H -2.0014 -3.1888 -0.9068
10 H 1.3684 1.2296 1.5696
11 H 0.2935 2.4145 0.9737
12 H 0.8880 -1.3122 0.4228
13 H -0.7258 -1.0453 -0.7707
14 H -1.1588 2.0706 -0.8158

Output
2S+1 = 1
energy above the lowest of the compared OMol25 structures with the same formula, charge and spin = 56.2 kcal/mol
net charge = +1
frontier orbital gap = 7.83 eV
energy = -29338.1172 eV
LUMO level = -4.88 eV

***

Record 2
The following is a DFT calculation (the ωB97M-V functional and the def2-TZVPD basis) of a structure of composition C3H6N3S3 in a non-equilibrium geometry.

Atoms and positions in Å:
1 C -1.1353 0.3008 0.3217
2 C -0.3741 1.4143 -0.1832
3 C 1.6332 0.0785 0.0727
4 N 0.9481 1.1753 -0.4486
5 N 0.8781 -0.8105 0.7706
6 N -0.5297 -0.9292 0.5232
7 S 3.2838 0.1890 0.0549
8 S -1.1735 2.8855 -0.4553
9 S -0.6232 -2.1438 -1.4493
10 H -2.2342 0.1320 0.3121
11 H 1.6710 1.7055 -0.8975
12 H 1.4812 -1.5297 1.1477
13 H -0.8898 -1.7018 1.0365
14 H -2.3560 2.6445 0.1701
15 H -0.5795 -3.4104 -0.9755

Output
2S+1 = 1
energy above the lowest of the compared OMol25 structures with the same formula, charge and spin = 64.2 kcal/mol
net charge = +1
frontier orbital gap (alpha / beta) = 7.14 / 6.54 eV
energy = -40173.5220 eV
LUMO level (alpha / beta) = -5.75 / -6.30 eV

***

Record 3
The following is a DFT calculation (the ωB97M-V functional and the def2-TZVPD basis) of an isolated molecule of C3H6N4 in a non-equilibrium geometry.

Atoms and positions in Å:
1 N -0.1626 1.4143 -0.0118
2 C 1.3550 -0.6434 -0.2860
3 C -0.8729 0.3215 0.0010
4 N 2.4320 -0.1780 0.3065
5 N -2.2288 0.2881 -0.1862
6 C -0.1582 -0.9332 0.0853
7 N 0.7221 -1.3839 -1.0494
8 H -0.7397 2.2043 -0.3095
9 H 2.3132 0.7328 0.7384
10 H 3.3343 -0.5095 -0.0097
11 H -2.6864 -0.6133 -0.1677
12 H -2.7675 1.0473 0.2041
13 H -0.5404 -1.7469 0.6850

Output
2S+1 = 1
energy above the lowest of the compared OMol25 structures with the same formula, charge and spin = 52.9 kcal/mol
net charge = 0
frontier orbital gap = 9.62 eV
energy = -9166.5640 eV
LUMO level = 0.99 eV

***

Record 4
The following is a DFT calculation (the ωB97M-V functional and the def2-TZVPD basis) of a cluster of 2 separate species, C3H6N4 in total in a non-equilibrium geometry.

Atoms and positions in Å:
1 C -2.7824 0.7692 0.1340
2 C -1.6849 -1.0360 -0.1987
3 C -1.5147 1.1966 -0.1137
4 N -2.8550 -0.6263 0.0812
5 N -0.7645 0.0395 -0.2973
6 N 2.6743 -0.4320 0.1179
7 N 2.0467 0.4205 -0.4719
8 H -3.6619 1.2641 0.3177
9 H -1.5681 -2.1131 -0.3185
10 H 0.2064 -0.0750 -0.6023
11 H 3.4572 -0.0535 0.7920
12 H 2.5897 -1.5058 0.0850
13 H -1.2949 2.2446 -0.1486

Output
2S+1 = 1
energy above the lowest of the compared OMol25 structures with the same formula, charge and spin = 77.6 kcal/mol
net charge = 0
frontier orbital gap = 8.87 eV
energy = -9165.4907 eV
LUMO level = 0.36 eV

***

Record 5
The following is a DFT calculation (the ωB97M-V functional and the def2-TZVPD basis) of a cluster of 2 separate species, C3H6N4 in total in a non-equilibrium geometry.

Atoms and positions in Å:
1 C -0.6635 -0.0748 -0.3207
2 C -1.0263 1.3313 -0.6827
3 C -1.7196 -0.9722 0.3818
4 N 3.0389 -1.1923 -0.5695
5 N 2.8458 -0.2830 0.0717
6 N 2.9669 0.7068 0.7398
7 N -0.0068 1.2185 0.0221
8 H -0.1073 -0.4395 -1.1786
9 H -1.6146 2.0550 -1.1680
10 H -1.5568 -2.0720 0.2110
11 H -2.7829 -0.8433 0.1813
12 H -1.5595 -0.8008 1.4333
13 H 2.1856 1.3665 0.8785

Output
2S+1 = 1
energy above the lowest of the compared OMol25 structures with the same formula, charge and spin = 114.5 kcal/mol
net charge = 0
frontier orbital gap = 10.63 eV
energy = -9163.8901 eV
LUMO level = 0.97 eV

***

Record 6
The following is a DFT calculation (the ωB97M-V functional and the def2-TZVPD basis) of an isolated molecule of C3H6N4 in a non-equilibrium geometry.

Atoms and positions in Å:
1 C -0.6635 -0.5181 -0.8335
2 C 0.4963 3.1579 0.5969
3 C -0.4175 -2.0318 -1.0987
4 N 0.7262 2.1606 1.2197
5 N 1.1436 1.1081 1.6375
6 N 0.5434 0.0328 1.0900
7 N -0.2740 0.2234 0.0611
8 H -1.5392 -0.1372 -1.4263
9 H -0.2099 3.9103 0.8218
10 H -0.7354 -2.4762 -0.1513
11 H 0.6487 -2.2451 -1.3052
12 H -0.8875 -2.4584 -1.9521
13 H 1.1687 -0.7263 1.3401

Output
2S+1 = 1
energy above the lowest of the compared OMol25 structures with the same formula, charge and spin = 141.0 kcal/mol
net charge = 0
frontier orbital gap = 8.47 eV
energy = -9162.7436 eV
LUMO level = 0.96 eV

***

Record 7
The following is a DFT calculation (the ωB97M-V functional and the def2-TZVPD basis) of an isolated molecule of C3H6N4O in a non-equilibrium geometry.

Atoms and positions in Å:
1 C -0.1366 -0.0395 -1.1656
2 C 1.1124 -0.3116 0.4569
3 C -0.1790 -0.0581 1.0386
4 H -1.1479 0.8321 -2.5787
5 H 0.2034 0.0079 -3.1368
6 H 2.8991 -0.8240 0.3966
7 H -1.1384 1.0799 2.2326
8 H -0.9900 -0.4703 2.8679
9 H -1.9373 0.0841 -0.1201
10 N -0.4704 0.1398 -2.4410
11 N 1.0779 -0.2593 -0.8874
12 N -0.5863 0.2844 2.3156
13 N -0.9279 0.2750 -0.0442
14 O 2.2210 -0.7404 1.0656

Output
2S+1 = 1
energy above the lowest of the compared OMol25 structures with the same formula, charge and spin = 30.6 kcal/mol
net charge = 0
frontier orbital gap = 7.51 eV
energy = -11215.4508 eV
LUMO level = 0.81 eV

***

Record 8
The following is a DFT calculation (the ωB97M-V functional and the def2-TZVPD basis) of a structure of composition C3H6N4O in a non-equilibrium geometry.

Atoms and positions in Å:
1 C -0.4416 0.9980 -0.6462
2 C 0.5744 0.0475 -0.3814
3 C 0.6312 -0.3962 0.9124
4 H -0.7118 0.2360 -2.7402
5 H -1.9604 -0.0723 -1.4447
6 H -0.0403 2.0825 -0.8460
7 H -1.2627 0.8916 0.0561
8 H 0.1888 -0.0080 3.0128
9 H -1.1000 -1.3880 2.1305
10 N -1.3445 0.7058 -1.9004
11 N 2.3239 -1.3735 -0.1073
12 N 1.8229 -1.1049 0.9437
13 N -0.4091 -0.2573 2.0436
14 O 1.7292 -0.3612 -1.0329

Output
2S+1 = 1
energy above the lowest of the compared OMol25 structures with the same formula, charge and spin = 148.2 kcal/mol
net charge = 0
frontier orbital gap = 9.58 eV
energy = -11210.3503 eV
LUMO level = 0.09 eV

***

Record 9
The following is a DFT calculation (the ωB97M-V functional and the def2-TZVPD basis) of an isolated molecule of C3H6N4O in a non-equilibrium geometry.

Atoms and positions in Å:
1 C 0.3612 1.4779 -0.1442
2 C -1.0063 1.6588 0.0256
3 C -1.3222 0.1733 -0.0197
4 H 2.1341 -0.1046 1.1321
5 H 2.4595 -1.4308 -0.0062
6 H 0.9214 2.5595 -0.1218
7 H -1.5157 2.6518 -0.1776
8 H -1.9602 -1.7251 0.5172
9 H -0.5306 -2.0429 -1.1553
10 N 2.1969 -0.3469 0.1619
11 N 0.8706 0.1527 -0.3059
12 N -2.3786 -0.7037 0.1468
13 N -0.0903 -0.4660 0.1050
14 O -0.1397 -1.8541 -0.1580

Output
2S+1 = 1
energy above the lowest of the compared OMol25 structures with the same formula, charge and spin = 204.8 kcal/mol
net charge = 0
frontier orbital gap = 8.06 eV
energy = -11207.8962 eV
LUMO level = 0.27 eV

***

Record 10
The following is a DFT calculation (the ωB97M-V functional and the def2-TZVPD basis) of an isolated molecule of C3H6N4O in a non-equilibrium geometry.

Atoms and positions in Å:
1 C -2.2233 0.0725 -0.1944
2 C 1.8462 -1.0677 -0.3616
3 C 1.1890 1.0433 -0.1585
4 H -2.0860 -0.9823 0.5062
5 H -3.0503 0.1485 -0.9206
6 H -2.3789 0.9563 0.4884
7 H 0.3815 -2.1672 0.9872
8 H 2.4110 -2.0290 -0.5302
9 H 0.5943 2.4191 0.9768
10 N 0.0261 0.1947 0.1798
11 N 0.7191 -1.0828 0.4938
12 N 2.2175 0.0815 -0.6634
13 N 1.2186 2.2665 0.0618
14 O -0.8646 0.1466 -0.8653

Output
2S+1 = 1
energy above the lowest of the compared OMol25 structures with the same formula, charge and spin = 157.7 kcal/mol
net charge = 0
frontier orbital gap = 9.72 eV
energy = -11209.9385 eV
LUMO level = 0.42 eV

***

Record 11
The following is a DFT calculation (the ωB97M-V functional and the def2-TZVPD basis) of a structure of composition C3H6N4O in a non-equilibrium geometry.

Atoms and positions in Å:
1 C 0.1713 0.6420 -0.4816
2 C -0.4325 0.7991 1.5735
3 C -1.2201 -0.4497 0.7586
4 H 1.6966 -1.5637 -1.5189
5 H 0.7675 -0.9607 -3.2665
6 H 2.0646 1.0831 -1.5411
7 H -1.0274 0.3124 3.5774
8 H -1.5399 -1.5458 1.2362
9 H -2.3749 -0.0529 0.4030
10 N 1.5306 -0.8129 -2.3373
11 N 0.8770 0.5969 -1.6185
12 N 0.2002 1.5832 0.4351
13 N -0.4491 0.9883 3.0057
14 O -0.2638 -0.6191 -0.2256

Output
2S+1 = 1
energy above the lowest of the compared OMol25 structures with the same formula, charge and spin = 187.8 kcal/mol
net charge = 0
frontier orbital gap = 9.22 eV
energy = -11208.6330 eV
LUMO level = 0.11 eV

***

Record 12
The following is a DFT calculation (the ωB97M-V functional and the def2-TZVPD basis) of a structure of composition C3H6N4O in a non-equilibrium geometry.

Atoms and positions in Å:
1 C 2.5504 -0.2330 -0.3420
2 C -2.0123 -0.6405 0.0330
3 C -0.5992 0.9303 -0.0693
4 H 2.9879 -1.5075 -0.5491
5 H 2.2636 0.4733 -1.1948
6 H 3.6894 0.0796 0.0124
7 H 1.5015 0.1528 1.2994
8 H -0.7392 -2.2395 -0.6331
9 H -3.1415 -0.9989 0.0693
10 N 1.4681 -0.4484 0.5782
11 N 0.2261 -0.3976 -0.0166
12 N -0.8355 -1.4692 -0.0078
13 N -1.8570 0.5870 -0.1154
14 O 0.0992 1.9745 0.0246

Output
2S+1 = 1
energy above the lowest of the compared OMol25 structures with the same formula, charge and spin = 124.9 kcal/mol
net charge = 0
frontier orbital gap = 9.39 eV
energy = -11211.3611 eV
LUMO level = 0.24 eV

***

Record 13
The following is a DFT calculation (the ωB97M-V functional and the def2-TZVPD basis) of a cluster of 2 separate species, C3H6N4O in total in a non-equilibrium geometry.

Atoms and positions in Å:
1 C -0.8840 0.5685 0.4764
2 C -0.1791 0.9463 -0.6063
3 C -0.1440 -0.8016 0.5875
4 H -2.8982 0.9785 0.5242
5 H -2.0906 1.0825 2.1420
6 H -0.0965 2.0752 -0.9975
7 H 2.5955 1.0206 -1.5945
8 H 1.8825 -0.1253 -2.7354
9 H 1.0736 -2.0021 1.7107
10 N -1.8722 1.3317 1.0973
11 N 0.6409 -0.0480 -1.0900
12 N 1.6063 0.6166 -1.9123
13 N 0.8103 -1.0629 -0.2965
14 O -0.1901 -1.6462 1.7020

Output
2S+1 = 1
energy above the lowest of the compared OMol25 structures with the same formula, charge and spin = 155.0 kcal/mol
net charge = 0
frontier orbital gap = 8.69 eV
energy = -11210.0569 eV
LUMO level = 0.34 eV

***

Record 14
The following is a DFT calculation (the ωB97M-V functional and the def2-TZVPD basis) of an isolated molecule of C3H6N4O.

Atoms and positions in Å:
1 C 0.4349 -0.0394 -0.1676
2 C -2.0244 0.5018 0.5126
3 C -0.9786 0.4208 1.5790
4 H 1.9127 -1.7047 -1.8405
5 H 1.4636 -0.2557 -2.4009
6 H 2.4209 0.2110 0.0449
7 H -3.0122 0.9097 0.7336
8 H -0.9533 -0.5674 2.0503
9 H -1.0988 1.1875 2.3545
10 N 2.1047 -0.7143 -1.7433
11 N 1.7355 -0.3345 -0.4538
12 N -0.5213 -0.4031 -0.9582
13 N -1.7845 0.1165 -0.6809
14 O 0.3007 0.6717 0.9702

Output
2S+1 = 1
energy above the lowest of the compared OMol25 structures with the same formula, charge and spin = 67.1 kcal/mol
net charge = 0
frontier orbital gap = 9.63 eV
energy = -11213.8684 eV
LUMO level = 0.82 eV

***

Record 15
The following is a DFT calculation (the ωB97M-V functional and the def2-TZVPD basis) of an isolated molecule of C3H6N4O3S in a non-equilibrium geometry.

Atoms and positions in Å:
1 C -0.7384 -2.6830 0.2551
2 C -0.3103 0.0920 -0.7596
3 C 0.6679 -2.7300 0.1222
4 N 0.8387 -0.4458 -1.0102
5 N 1.3245 -1.7302 -0.6228
6 N -1.3829 -2.3331 1.3020
7 N -0.0490 2.8591 -0.2699
8 O 1.3159 -3.6847 0.5376
9 O 1.1551 1.8211 -2.2037
10 O -1.3628 1.9137 -2.2203
11 S -0.1166 1.7095 -1.5398
12 H 1.6085 -0.0833 -1.5800
13 H 2.2896 -1.8383 -0.3713
14 H -2.3674 -2.3479 1.4771
15 H -0.8357 -1.9323 1.9990
16 H -0.3369 3.7200 -0.6889
17 H -0.7208 2.5189 0.3948

Output
2S+1 = 1
energy above the lowest of the compared OMol25 structures with the same formula, charge and spin = 77.3 kcal/mol
net charge = 0
frontier orbital gap = 8.68 eV
energy = -26140.7349 eV
LUMO level = -0.24 eV

***

Record 16
The following is a DFT calculation (the ωB97M-V functional and the def2-TZVPD basis) of an isolated molecule of C3H6N4S in a non-equilibrium geometry.

Atoms and positions in Å:
1 C -0.6469 -1.6916 0.4852
2 C 0.3126 0.0181 -0.8184
3 C 0.1388 0.9960 0.2945
4 H -2.4230 -2.0898 1.2865
5 H -2.4938 -1.5732 -0.2952
6 H 1.0149 -2.4036 1.1419
7 H 0.9630 -0.1265 -2.7406
8 H 1.2821 1.3979 -1.9962
9 H -0.4290 0.5166 1.1119
10 N -2.0313 -1.4707 0.5864
11 N 0.0136 -2.2601 1.4070
12 N -0.0954 -1.2089 -0.7241
13 N 0.8574 0.4802 -1.9556
14 S 0.7530 2.4725 0.4080

Output
2S+1 = 1
energy above the lowest of the compared OMol25 structures with the same formula, charge and spin = 19.3 kcal/mol
net charge = 0
frontier orbital gap = 7.89 eV
energy = -20003.4987 eV
LUMO level = -1.20 eV

***

Record 17
The following is a DFT calculation (the ωB97M-V functional and the def2-TZVPD basis) of a cluster of 2 separate species, C3H6N4S in total in a non-equilibrium geometry.

Atoms and positions in Å:
1 C -0.4635 1.2132 -1.0279
2 C 0.7286 1.8478 -0.8281
3 C 0.6641 -0.5886 -0.5951
4 N 0.9010 -1.9120 -0.3694
5 N -0.5205 -0.1257 -0.8550
6 N -1.6260 0.3517 1.8818
7 N -1.1112 -0.7739 1.6961
8 S 1.8837 0.6150 -0.4793
9 H -1.4254 1.7265 -1.2080
10 H 1.0358 2.8332 -0.5712
11 H 1.7790 -2.1312 -0.0081
12 H 0.5894 -2.4587 -1.0800
13 H -0.7454 1.0522 1.8608
14 H -1.6896 -1.6493 1.5837

Output
2S+1 = 1
energy above the lowest of the compared OMol25 structures with the same formula, charge and spin = 67.5 kcal/mol
net charge = 0
frontier orbital gap = 9.13 eV
energy = -20001.4110 eV
LUMO level = 0.69 eV

***

Record 18
The following is a DFT calculation (the ωB97M-V functional and the def2-TZVPD basis) of a structure of composition C3H6N6 in a non-equilibrium geometry.

Atoms and positions in Å:
1 C -1.5049 -0.9059 0.8551
2 C 1.7430 -0.0882 -0.8869
3 C -0.2767 1.3457 0.2870
4 H -2.0109 -0.1465 1.6123
5 H -0.8870 -1.7494 1.3185
6 H -2.1868 -1.5456 -0.1589
7 H 0.1345 -1.4511 -0.9902
8 H 2.1498 -1.5969 -1.8684
9 H -1.8800 1.7185 1.3246
10 N -0.3645 0.1165 0.2474
11 N 0.4237 -0.3937 -0.6962
12 N 2.6819 -0.6834 -1.5228
13 N 1.9973 1.1938 -0.3775
14 N 1.0746 1.9601 -0.0381
15 N -1.0940 2.2262 0.8941

Output
2S+1 = 1
energy above the lowest of the compared OMol25 structures with the same formula, charge and spin = 199.3 kcal/mol
net charge = 0
frontier orbital gap = 7.84 eV
energy = -12142.0493 eV
LUMO level = -0.67 eV

***

Record 19
The following is a DFT calculation (the ωB97M-V functional and the def2-TZVPD basis) of a structure of composition C3H6NO in a non-equilibrium geometry.

Atoms and positions in Å:
1 C -0.1892 0.7708 0.9030
2 C 0.2730 -0.2636 -1.2938
3 C -1.1805 -0.1821 0.0016
4 N 0.2245 -0.4125 0.1935
5 O -1.0707 0.0144 -1.3535
6 H 0.1863 1.7345 0.4943
7 H -0.3039 0.6364 1.9988
8 H 0.9983 0.4237 -1.7400
9 H 0.3737 -1.2807 -1.6282
10 H -1.8872 -0.7844 0.5085
11 H 0.6395 -1.2174 0.7768

Output
2S+1 = 1
energy above the lowest of the compared OMol25 structures with the same formula, charge and spin = 59.4 kcal/mol
net charge = +1
frontier orbital gap = 11.77 eV
energy = -6735.4031 eV
LUMO level = -3.76 eV